The following is a quantum chemistry calculation of a structure of composition C36H48AsN3O2P2PdSSi2, from the Open Molecules 2025 dataset.

Values from the calculation:
**Total energy**: -156165.3466 eV
**Spin multiplicity**: 1
**Molar mass**: 886.33 g mol⁻¹
**LUMO (spin up / spin down)**: -1.277 / -1.268 eV

Geometry (Å):
Pd: 0.213 0.882 -0.932
As: 0.358 3.052 0.154
S: -3.017 -1.745 -1.968
P: 0.420 -1.537 -0.699
P: 2.464 0.295 -0.240
Si: -1.377 2.587 -1.547
Si: 1.970 4.235 -1.136
O: 0.794 0.632 1.782
O: -0.380 -1.202 1.379
N: 2.025 -1.354 -0.074
N: -2.810 -2.189 0.694
N: -4.689 -2.856 -0.186
C: 0.204 -1.118 -3.426
C: 0.914 -1.804 -2.452
C: 3.802 3.644 -1.079
C: -1.174 2.208 -3.437
C: 2.005 5.986 -0.343
C: 4.579 -0.464 -2.013
C: -0.724 -4.079 -0.955
C: 0.562 -1.236 -4.759
C: -1.360 0.410 2.817
C: -3.547 -2.770 1.689
C: 4.439 -0.825 1.387
C: 1.572 4.492 -3.000
C: 1.970 -2.629 -2.809
C: -2.350 4.240 -1.496
C: -0.289 -5.945 0.491
C: -4.716 -3.182 1.151
C: 5.135 -0.561 -3.276
C: -0.217 -0.066 1.929
C: 0.644 -5.190 1.179
C: 2.320 -2.759 -4.138
C: 2.730 0.751 -2.938
C: 1.624 -2.053 -5.109
C: -0.964 -5.389 -0.584
C: -3.501 -2.254 -0.462
C: 3.768 0.339 1.031
C: 3.278 0.642 -4.202
C: 3.361 0.177 -1.842
C: 5.024 1.560 2.668
C: 5.396 -0.794 2.383
C: -5.725 -3.057 -1.158
C: 4.049 1.529 1.687
C: -2.558 1.339 -0.682
C: 0.871 -3.873 0.819
C: 4.480 -0.024 -4.371
C: 0.178 -3.299 -0.243
C: 5.698 0.401 3.016
H: -1.513 -0.292 3.634
H: 2.885 6.548 -0.636
H: 5.904 -1.708 2.660
H: -2.276 0.449 2.231
H: -2.695 1.643 0.357
H: 3.476 2.409 1.430
H: -3.224 4.183 -2.136
H: -0.171 1.887 -3.719
H: -2.674 4.455 -0.482
H: 0.024 -0.688 -5.521
H: -1.682 -5.985 -1.131
H: -1.253 -3.648 -1.793
H: 6.448 0.425 3.794
H: -3.167 -2.845 2.684
H: 2.503 -3.152 -2.027
H: -6.060 -2.091 -1.545
H: 4.908 -0.125 -5.357
H: -1.867 -1.799 0.831
H: 3.875 2.561 -1.026
H: 1.188 -5.612 2.013
H: -1.735 5.069 -1.829
H: -2.145 0.320 -0.691
H: 1.592 -3.308 1.390
H: -5.339 -3.637 -1.999
H: -3.533 1.295 -1.159
H: 2.773 1.067 -5.058
H: 1.947 -1.493 0.934
H: -5.550 -3.684 1.600
H: 4.348 3.966 -1.961
H: -1.409 3.092 -4.019
H: 5.087 -0.886 -1.160
H: -1.865 1.424 -3.729
H: -6.567 -3.577 -0.706
H: 6.080 -1.064 -3.411
H: 1.995 5.902 0.741
H: 3.138 -3.407 -4.420
H: 1.582 3.563 -3.561
H: -0.661 -0.526 -3.119
H: 4.305 4.054 -0.210
H: 2.304 5.151 -3.456
H: -1.127 1.394 3.211
H: 1.786 1.288 -2.779
H: 1.128 6.554 -0.632
H: 5.259 2.488 3.170
H: 0.595 4.947 -3.127
H: -0.503 -6.961 0.789
H: 4.204 -1.756 0.890
H: 1.927 -2.129 -6.144

Atomic forces in eV per Å
Pd 0.830 -0.499 1.214
As 0.401 -0.024 -0.769
S 0.040 0.157 -0.883
P 0.255 -0.654 -1.614
P -0.203 -0.667 -1.064
Si -1.581 1.425 -0.553
Si 0.751 1.111 -0.816
O 0.224 -0.015 0.405
O -0.115 -0.256 0.666
N 0.189 0.182 0.879
N -0.472 -0.198 -0.212
N 0.521 0.153 0.356
C -0.231 -0.168 0.063
C -0.202 -0.287 0.193
C -0.890 -0.238 0.311
C 0.418 0.044 0.695
C -0.267 -0.787 -0.164
C 0.012 0.005 0.122
C 0.057 0.075 -0.138
C -0.013 -0.020 -0.107
C 0.313 0.145 -0.225
C -0.347 -0.195 0.244
C -0.067 -0.170 -0.145
C -0.081 -0.290 0.768
C -0.107 -0.027 -0.192
C 0.550 -0.483 0.159
C -0.100 -0.063 -0.038
C 0.068 -0.087 0.499
C 0.105 -0.087 0.051
C -0.359 -0.208 0.683
C 0.028 -0.040 0.089
C 0.171 -0.125 0.041
C -0.110 0.199 0.094
C -0.057 0.082 -0.154
C -0.018 -0.138 0.028
C 0.007 0.075 -0.240
C -0.470 0.613 0.030
C 0.044 0.058 -0.101
C -0.204 0.651 0.203
C 0.056 0.107 0.032
C 0.101 0.009 0.037
C -0.211 0.051 -0.402
C -0.055 -0.018 -0.061
C 0.925 0.096 0.089
C -0.046 0.131 -0.010
C 0.025 0.077 -0.074
C -0.217 0.112 0.134
C 0.027 -0.020 0.061
H 0.023 -0.068 0.045
H 0.223 0.047 -0.130
H 0.049 -0.010 0.022
H -0.083 -0.020 -0.006
H 0.082 0.126 0.024
H 0.053 0.098 0.093
H -0.208 -0.108 -0.183
H -0.032 -0.042 0.001
H -0.065 0.024 0.167
H -0.069 0.015 -0.060
H -0.046 0.011 -0.062
H -0.039 0.005 -0.052
H 0.047 0.013 0.035
H 0.018 -0.055 0.298
H 0.138 -0.102 0.002
H 0.014 -0.111 0.000
H 0.039 0.021 -0.069
H -0.017 0.062 0.051
H 0.156 -0.039 -0.073
H 0.017 -0.052 0.030
H 0.125 0.194 -0.114
H -0.322 0.061 0.102
H -0.023 0.027 0.050
H -0.042 0.037 0.054
H -0.003 0.023 -0.323
H -0.069 0.039 -0.033
H 0.021 -0.043 -0.104
H -0.113 -0.048 0.064
H -0.076 0.125 -0.226
H -0.051 0.289 -0.034
H 0.106 -0.081 0.049
H -0.182 -0.193 0.070
H 0.092 -0.003 0.095
H 0.105 -0.069 0.005
H 0.054 0.020 0.175
H 0.073 0.012 -0.054
H -0.001 -0.205 -0.060
H 0.205 -0.049 -0.134
H 0.075 0.090 0.223
H 0.227 0.171 0.039
H -0.063 0.083 0.075
H 0.321 -0.175 -0.135
H -0.223 0.145 -0.057
H -0.031 0.077 0.053
H -0.239 0.083 -0.031
H 0.056 -0.123 0.036
H 0.007 -0.046 -0.005
H -0.027 -0.050 -0.099

Charge distribution, Löwdin scheme, values in e:
1 Pd 0.2101
2 As 0.8410
3 S 0.6528
4 P 0.9076
5 P 0.9553
6 Si 0.2388
7 Si 0.2638
8 O -0.1694
9 O -0.2109
10 N -0.3336
11 N 0.0907
12 N -0.1345
13 C -0.1543
14 C -0.3720
15 C -0.2085
16 C -0.1980
17 C -0.2463
18 C -0.0721
19 C -0.1103
20 C -0.0860
21 C 0.0051
22 C -0.0758
23 C -0.1012
24 C -0.2175
25 C -0.0848
26 C -0.2346
27 C -0.0913
28 C -0.0615
29 C -0.0763
30 C -0.7101
31 C -0.0828
32 C -0.0795
33 C -0.1359
34 C -0.0957
35 C -0.0757
36 C -0.7904
37 C -0.3200
38 C -0.0762
39 C -0.3464
40 C -0.0679
41 C -0.0729
42 C -0.0575
43 C -0.0868
44 C -0.2526
45 C -0.0836
46 C -0.0818
47 C -0.3130
48 C -0.0781
49 H 0.0800
50 H 0.0210
51 H 0.1059
52 H 0.0602
53 H 0.0188
54 H 0.0850
55 H 0.0270
56 H -0.0097
57 H 0.0195
58 H 0.1054
59 H 0.1040
60 H 0.0483
61 H 0.1039
62 H 0.1137
63 H 0.1092
64 H 0.0873
65 H 0.1061
66 H 0.0771
67 H -0.0264
68 H 0.1011
69 H 0.0090
70 H -0.0681
71 H 0.0936
72 H 0.0807
73 H 0.0349
74 H 0.1116
75 H 0.0325
76 H 0.1127
77 H 0.0334
78 H 0.0249
79 H 0.0965
80 H 0.0257
81 H 0.0892
82 H 0.1035
83 H 0.0109
84 H 0.1052
85 H -0.0017
86 H 0.0387
87 H 0.0198
88 H 0.0261
89 H 0.0748
90 H 0.0551
91 H 0.0143
92 H 0.1060
93 H 0.0109
94 H 0.0987
95 H 0.1009
96 H 0.1029